A structure of composition C3H18KO6. Source: the OMol25 dataset; level of theory: ωB97M-V with the def2-TZVPD basis set.

CARTESIAN COORDINATES (ANGSTROEM)
H 0.324 -7.189 18.904
H -2.182 -1.250 14.220
H 0.193 -2.714 18.713
O 0.926 -6.743 18.308
H 0.562 -1.665 20.965
C 1.698 -1.254 19.245
H 1.629 -2.798 17.684
H -4.213 -7.135 14.881
H 2.519 -1.814 19.692
H 1.786 -6.848 18.714
H -0.008 -9.733 14.062
C 0.735 -0.822 20.297
C 0.938 -2.119 18.184
H 0.468 -1.538 17.390
H 2.549 -0.344 17.720
H 1.262 -0.066 20.879
H 3.571 -5.231 14.529
O 2.070 -0.109 18.518
K -0.358 -5.296 14.929
O -3.711 -6.728 15.586
H -4.131 -7.037 16.389
H 1.463 -9.426 14.243
H -2.823 -2.107 13.149
O -2.190 -2.140 13.867
H -0.211 -0.445 19.908
H 3.709 -4.837 13.074
O 3.305 -4.563 13.897
O 0.618 -9.010 14.072

Calculated values
Multiplicity: 1
Energy relative to the best compared isomer or geometry (same formula, charge and spin) (eV): 1.718
Charge: +1
Electronic energy (Eh): -1176.27930
Largest force on an atom (hartree/bohr): 0.060

Atom charges from the Löwdin analysis, given in e for atoms 1 to 8: 0.04 0.04 0.07 -0.06 0.08 -0.49 0.06 0.04

=====

A cluster of 8 separate species, C21H31BBrN9O2 in total. Source: the OMol25 dataset; level of theory: ωB97M-V with the def2-TZVPD basis set.

CARTESIAN COORDINATES (ANGSTROEM)
H -3.934 1.611 3.031
N 1.206 -3.376 -5.900
H -4.329 3.790 1.684
C -0.099 2.484 0.958
H 1.473 2.443 3.138
N -6.121 1.036 -1.615
O 1.748 2.015 -1.885
H 3.775 -4.158 -4.240
C 0.525 -0.603 3.875
C 1.131 1.752 1.191
C -1.328 -0.190 -4.496
H 2.403 -4.868 -3.391
N -5.088 6.769 2.411
C -3.757 4.543 2.224
C 0.322 -0.506 0.506
C 1.891 -3.640 -5.019
H 1.562 -0.668 4.147
N -1.051 3.098 0.729
H -3.125 0.083 -1.972
N -2.717 -1.194 3.802
B 0.911 1.112 -1.263
H -0.707 0.753 2.772
H -1.764 -2.230 -4.229
N 3.008 -0.644 6.139
H -1.047 -1.833 -5.785
C 4.023 -2.042 -7.573
C -4.065 1.025 3.939
C 2.757 -3.974 -3.900
Br -0.314 1.854 4.981
H 2.889 -3.792 6.254
C -4.503 5.788 2.328
H -3.104 1.300 -0.703
H 3.611 -1.089 -7.900
H -2.819 4.688 1.693
C -3.647 0.436 -1.084
H 4.090 -2.689 -8.446
H 2.275 0.204 0.238
N 6.345 -1.734 -6.444
H 0.319 -1.340 3.115
H 3.308 -2.490 -6.886
C 3.281 -1.745 5.975
H 2.786 -3.161 -3.176
H -0.592 1.307 -2.446
C 0.167 0.793 3.397
H 1.851 2.790 -1.327
H 4.598 -3.374 6.170
C 5.321 -1.869 -6.941
H 2.266 0.952 2.846
H -3.522 4.147 3.211
N -0.505 -1.300 0.730
O -0.215 0.665 -1.826
H 1.920 2.438 0.908
H -0.083 -0.870 4.720
N -1.556 0.916 -4.305
H -3.588 -0.350 -0.331
C 1.254 0.562 0.224
H -0.054 -1.852 -4.341
C 1.339 1.475 2.678
C 3.614 -3.144 5.766
H 3.620 -3.387 4.704
H -5.129 0.830 4.063
C -5.030 0.772 -1.384
C -1.033 -1.593 -4.725
H -3.729 1.627 4.781
C -3.315 -0.218 3.863

Calculated values
Multiplicity: 1
SMILES: C[C@@H](Br)C[C@H](C#N)[C@@H](C#N)B(O)O.CC#N.CC#N.CC#N.CC#N.CC#N.CC#N.CC#N
Charge: 0
Electronic energy (Eh): -4060.96776
Largest force on an atom (hartree/bohr): 0.054

Atom charges from the Löwdin analysis, given in e for atoms 1 to 8: 0.06 0.15 0.08 -0.16 0.08 0.12 0.19 0.09

=====

A structure of composition C29H25Cl3F10FeN6O. Source: the OMol25 dataset; level of theory: ωB97M-V with the def2-TZVPD basis set.

CARTESIAN COORDINATES (ANGSTROEM)
C 7.363 17.147 11.529
C 10.244 18.036 11.904
H 10.265 10.541 12.567
H 11.791 11.312 12.966
H 11.497 17.976 13.658
C 9.069 19.599 14.831
N 7.228 14.741 11.324
H 8.033 19.305 15.000
C 6.442 15.236 15.939
F 8.176 15.607 17.470
Fe 8.169 12.513 11.401
N 10.521 12.382 11.642
H 10.404 16.593 13.515
H 8.708 20.708 13.032
C 7.858 15.849 11.722
C 11.262 13.640 11.799
C 6.195 17.300 10.796
F 7.938 15.668 5.821
C 6.095 14.927 10.638
Cl 4.163 8.635 12.381
N 8.773 12.682 13.650
C 5.689 8.291 11.569
C 6.766 13.730 14.147
C 10.730 11.508 12.785
H 5.780 18.295 10.662
H 12.012 11.621 10.321
C 8.172 13.222 8.572
H 9.889 17.365 11.128
H 8.780 15.676 12.273
H 10.002 11.480 14.813
C 6.254 14.364 6.747
C 8.527 14.111 15.695
C 6.562 9.452 11.660
H 10.858 18.775 11.418
H 10.979 14.160 12.715
F 4.600 13.071 7.776
F 4.720 14.838 14.387
C 7.801 18.381 12.297
H 11.043 14.306 10.975
H 12.339 13.464 11.832
O 6.888 19.049 12.769
H 9.272 20.490 15.441
N 9.090 18.723 12.486
C 7.733 14.988 16.384
H 10.851 13.421 9.087
C 5.879 13.430 7.676
H 10.364 11.920 8.337
C 8.522 14.181 7.587
C 5.944 14.606 14.808
H 10.731 12.982 14.351
Cl 6.475 6.913 12.370
H 11.862 16.714 12.477
F 9.761 13.936 16.172
H 9.721 18.799 15.197
C 7.580 14.729 6.710
H 4.622 16.226 9.774
Cl 5.391 7.904 9.873
C 8.105 13.464 14.494
C 10.078 12.186 13.986
H 5.562 14.032 10.371
C 6.831 12.879 8.517
F 5.354 14.863 5.898
F 6.408 12.082 9.514
H 10.359 20.196 13.210
C 9.330 19.883 13.360
F 9.756 14.705 7.485
F 6.239 13.039 13.128
N 7.229 10.383 11.752
C 11.054 17.277 12.952
H 10.469 10.710 10.426
F 5.682 16.069 16.587
C 10.304 12.488 9.269
C 10.919 11.714 10.409
N 8.919 12.695 9.588
C 5.561 16.167 10.329

Calculated values
Multiplicity: 6
Energy relative to the best compared isomer or geometry (same formula, charge and spin) (eV): 0.000
Charge: +1
Electronic energy (Eh): -5166.48893
Largest force on an atom (hartree/bohr): 0.024

Atom charges from the Löwdin analysis, given in e for atoms 1 to 8: -0.08 -0.19 0.12 0.14 0.07 -0.07 0.04 0.07

=====

A cluster of 2 separate species, C4H12O2S in total. Source: the OMol25 dataset; level of theory: ωB97M-V with the def2-TZVPD basis set.

CARTESIAN COORDINATES (ANGSTROEM)
C 1.605 -0.934 -0.030
H 0.468 2.328 0.475
H 2.534 -1.429 0.241
C 0.365 1.276 0.193
C -0.396 1.111 -1.110
C 1.724 0.567 0.193
H 2.275 0.762 1.112
S -1.663 2.403 -1.342
H -0.224 0.860 1.002
H -2.361 2.117 -0.243
H -0.242 -4.147 1.151
H -0.898 0.152 -1.204
H 0.268 1.163 -1.971
H 0.755 -1.845 1.521
H -1.029 -3.538 2.283
H 1.400 -1.152 -1.080
O -0.303 -4.158 2.115
O 0.500 -1.509 0.655
H 2.325 1.006 -0.603

Calculated values
Multiplicity: 1
SMILES: OCCCCS.O
Energy relative to the best compared isomer or geometry (same formula, charge and spin) (eV): 0.130
Charge: 0
Electronic energy (Eh): -708.25412
Largest force on an atom (hartree/bohr): 0.012

Atom charges from the Löwdin analysis, given in e for atoms 1 to 8: -0.26 0.10 0.12 -0.29 -0.58 -0.19 0.11 0.69

=====

A structure of composition C45H44GeN5O3STi. Source: the OMol25 dataset; level of theory: ωB97M-V with the def2-TZVPD basis set.

CARTESIAN COORDINATES (ANGSTROEM)
H 0.164 6.562 1.550
H 3.111 -5.038 -2.260
C 1.214 4.903 0.522
C -2.733 -1.762 -5.147
H 2.260 2.684 1.491
C -0.788 -5.914 -0.910
H 0.716 1.922 1.856
S -0.839 1.438 -2.119
C -1.221 -4.653 -1.298
C -0.886 -5.233 1.385
C -0.923 0.767 4.557
H 2.885 -3.163 2.326
H -3.749 -2.898 1.390
H 3.447 3.938 -2.406
C -4.305 -3.267 -4.138
H 0.260 5.116 -5.014
C -3.515 -1.218 0.068
H -5.602 1.477 0.056
C 2.136 -3.241 -2.930
C 2.388 -3.850 -0.634
Ti 0.138 -0.104 -0.539
H -4.403 2.295 3.866
C -1.484 0.683 3.287
C -5.240 -1.416 1.769
C -0.745 0.061 2.161
C -0.623 -6.212 0.437
H 0.649 3.125 3.878
H -1.169 1.490 6.561
H -1.147 3.356 -4.030
C 1.476 -2.103 -2.517
H 2.722 -4.527 0.139
C 0.878 5.768 1.764
H -3.165 1.153 2.046
C 1.967 4.652 -3.787
H 2.288 4.754 0.410
H -4.163 -3.493 -2.016
C -2.734 1.244 3.036
N 0.625 -1.282 1.170
H -1.355 -4.446 -2.354
H 2.072 4.087 3.402
C -1.298 -3.967 0.985
H 1.479 -4.213 2.101
C 0.660 4.483 -4.231
C 1.795 -3.179 2.244
H 0.042 0.309 4.736
H -5.139 -3.953 -4.225
H -4.223 -2.849 -6.244
H 2.605 5.413 -4.218
C -2.852 1.986 5.322
C 2.599 -4.131 -1.968
C -3.419 1.886 4.057
C 0.336 2.638 -2.671
C 2.440 3.826 -2.787
C 1.707 -2.686 -0.288
C -1.104 4.369 2.257
H -1.475 3.647 2.986
C 2.305 2.056 -1.095
N 0.594 3.600 0.664
O 1.855 0.885 -0.782
H -1.456 -3.210 1.747
N 1.256 -1.829 -1.227
C -3.793 -2.646 -5.271
C -1.604 1.425 5.572
C 1.362 -2.339 1.091
H -2.335 -1.265 -6.024
N 0.224 4.861 2.773
C -5.776 -0.192 1.399
C -3.752 -3.003 -2.893
H 0.846 5.384 -0.385
C -2.184 -1.503 -3.895
C -2.679 -2.120 -2.748
H -1.376 -0.784 -3.806
O -0.949 0.571 0.987
C 1.116 3.684 3.067
H -3.614 0.598 -1.084
N 0.091 -0.910 2.394
C 1.221 2.873 1.756
C -5.186 0.524 0.363
C 1.652 2.822 -2.216
Ge -1.904 -1.793 -0.950
H 1.092 -1.379 -3.226
H -0.765 -5.453 2.440
H -1.310 2.756 0.804
H 0.068 5.380 3.632
H 2.281 -3.424 -3.985
H -5.696 -1.989 2.568
H -0.588 -6.670 -1.660
H -6.651 0.196 1.905
C -0.840 3.736 0.872
H -1.777 5.226 2.225
C -0.131 3.495 -3.681
H -0.301 -7.200 0.744
C -1.487 -3.649 -0.363
H -1.243 4.358 0.072
O 3.254 2.572 -0.507
H 1.758 6.200 2.239
H -3.388 2.487 6.118
H 1.361 -2.796 3.162
C -4.066 0.019 -0.283
C -4.126 -1.924 1.103

Calculated values
Multiplicity: 2
Energy relative to the best compared isomer or geometry (same formula, charge and spin) (eV): 0.000
Charge: 0
Electronic energy (Eh): -5565.37753
Largest force on an atom (hartree/bohr): 0.012

Atom charges from the Löwdin analysis, given in e for atoms 1 to 8: 0.13 0.11 -0.13 -0.10 0.12 -0.10 0.10 0.65

=====

A cluster of 3 separate species, C5H10N2O4S in total. Source: the OMol25 dataset; level of theory: ωB97M-V with the def2-TZVPD basis set.

CARTESIAN COORDINATES (ANGSTROEM)
H 2.295 0.777 -0.297
O -3.573 -0.234 -3.044
H 1.453 -0.602 -1.063
H -1.880 -1.568 -1.916
C -1.107 -4.824 -0.740
H 0.859 -0.086 2.401
H 2.139 -0.720 0.570
S -2.700 -2.610 -2.508
N -1.176 -0.186 -1.443
H -0.464 0.268 -1.990
O -2.000 -5.500 -0.511
C -0.858 0.160 -0.111
H -2.035 0.206 -1.782
C 1.650 -0.047 -0.162
N -3.752 -1.399 -3.279
H 0.657 1.516 2.330
H -0.879 0.499 2.351
O -4.621 -1.851 -3.945
H -1.716 0.251 0.493
C 0.331 0.364 0.469
C 0.208 0.564 1.944
O -0.128 -4.301 -0.994

Calculated values
Multiplicity: 1
SMILES: O=[N+]([O-])S.CC(C)=CN.O=C=O
Energy relative to the best compared isomer or geometry (same formula, charge and spin) (eV): 1.840
Charge: 0
Electronic energy (Eh): -1005.05513
Largest force on an atom (hartree/bohr): 0.057

Atom charges from the Löwdin analysis, given in e for atoms 1 to 8: 0.06 -0.02 0.07 -0.10 -0.51 0.03 0.09 0.85